# 1
Molecular formula: C6H16
Method: DFT, the ωB97M-V functional and the def2-TZVPD basis

E_HOMO (alpha / beta)   -14.492 / -14.482 eV
2S+1   2
Energy above the lowest of the compared OMol25 structures with the same formula, charge and spin   45.69 kJ/mol
Lowest unoccupied orbital energy (alpha / beta)   -3.241 / -10.290 eV
DFT total energy   -237.78255 a.u.
Total charge   +1

Geometry (Å):
C (-2.077914, -0.442553, 1.561310)
C (-2.105528, 0.279286, 0.241215)
C (-0.835323, -0.317553, 2.395312)
H (-2.518484, -1.451067, 1.286567)
H (-2.947370, -0.341152, 2.278407)
H (-1.195048, 0.177325, -0.364468)
H (-2.989752, -0.032113, -0.307610)
H (-0.760662, 0.577877, 3.015281)
H (-2.053731, 1.352917, 0.508212)
H (0.013777, -0.343685, 1.719853)
H (-0.896475, -1.153715, 3.103631)
C (2.200597, 0.020588, -1.639005)
C (1.681843, 1.463731, -1.476530)
C (1.197202, -0.989953, -1.120666)
H (2.329214, -0.156910, -2.708524)
H (3.175842, -0.066385, -1.166695)
H (1.834664, 1.752281, -0.437872)
H (0.233401, -0.735544, -1.573347)
H (1.480807, -2.014105, -1.368069)
H (0.599168, 1.459953, -1.644006)
H (2.121533, 2.183573, -2.152302)
H (0.938743, -0.995604, -0.052705)

Forces on atoms 1 to 2 (eV/Å):
C 0.370 0.749 -0.165
C -0.054 -0.598 0.394

# 2
Molecular formula: C32H52F6N6O4PS2
Method: DFT, the ωB97M-V functional and the def2-TZVPD basis

E_HOMO   -6.612 eV
Lowest unoccupied orbital energy   1.977 eV
DFT total energy   -3617.09634 a.u.
Total charge   -1

Geometry (Å):
P (0.390732, -0.562374, -1.011858)
F (1.706166, -1.535047, -0.667361)
F (0.790416, -0.522291, -2.557420)
F (-0.537225, -1.895340, -1.275586)
F (-0.865220, 0.488303, -1.242163)
F (0.046630, -0.666439, 0.576540)
F (1.287441, 0.766433, -0.831821)
C (-6.344649, -5.087658, 1.237749)
C (-6.108551, -5.261640, 2.700915)
C (-6.435373, -6.679372, 3.114940)
C (-7.870401, -6.975255, 2.995597)
N (-8.989905, -7.293189, 2.888714)
H (-5.521460, -5.486266, 0.644820)
H (-6.394559, -4.016197, 1.043841)
H (-7.294681, -5.454285, 0.849011)
H (-6.769934, -4.569002, 3.221420)
H (-5.083736, -4.989732, 2.953717)
H (-6.237930, -6.816387, 4.178117)
H (-5.817201, -7.457828, 2.667774)
C (-0.136792, 7.621787, 3.494103)
C (-0.019810, 6.702528, 2.224488)
C (0.775067, 7.504165, 1.119198)
C (2.202553, 7.600170, 1.443906)
N (3.328924, 7.664653, 1.663795)
H (-0.703359, 7.115549, 4.275656)
H (-0.701415, 8.532654, 3.295035)
H (0.892113, 7.778331, 3.818074)
H (-0.994504, 6.383828, 1.855042)
H (0.554325, 5.811294, 2.477777)
H (0.377467, 8.494970, 0.899408)
H (0.720954, 6.978668, 0.165779)
C (7.252987, -0.011713, 4.649433)
C (6.191460, 0.698863, 3.836047)
C (6.368656, 2.196612, 3.998466)
C (5.860577, 2.750530, 5.255738)
N (5.333342, 3.214435, 6.232605)
H (7.020475, 0.064425, 5.711613)
H (8.278745, 0.266065, 4.407038)
H (7.113103, -1.077838, 4.470768)
H (5.214129, 0.265409, 4.048263)
H (6.280061, 0.353248, 2.806081)
H (5.709348, 2.445590, 3.166951)
H (7.409696, 2.479357, 3.842351)
C (3.757733, -7.557658, 4.624303)
C (3.636774, -8.721338, 5.595301)
C (3.199134, -8.056424, 6.945869)
S (1.966610, -6.673657, 6.450434)
O (2.322273, -5.462343, 7.156883)
O (0.576886, -7.168904, 6.379954)
C (2.479236, -6.668614, 4.682438)
H (3.702511, -8.062009, 3.659577)
H (4.658000, -6.966878, 4.793429)
H (4.596993, -9.236561, 5.570409)
H (2.880967, -9.432382, 5.261737)
H (4.078597, -7.595838, 7.395875)
H (2.648830, -8.710050, 7.622655)
H (2.606036, -5.654912, 4.302387)
H (1.669673, -7.131687, 4.118290)
C (-5.057497, -1.724057, -9.789174)
C (-4.335791, -0.701007, -8.951220)
C (-4.202736, -1.283743, -7.560756)
S (-5.807300, -2.146806, -7.235228)
O (-6.667995, -1.254050, -6.466961)
O (-5.578610, -3.498808, -6.749032)
C (-6.308063, -2.174793, -9.022205)
H (-4.452394, -2.615879, -9.952298)
H (-5.267925, -1.387873, -10.804466)
H (-4.952737, 0.192937, -8.859859)
H (-3.360831, -0.378587, -9.316741)
H (-4.045018, -0.548870, -6.771333)
H (-3.392020, -2.009764, -7.621834)
H (-7.164597, -1.501662, -9.058664)
H (-6.660716, -3.176067, -9.269571)
N (-4.049283, 1.708596, 4.943527)
C (-3.601765, 2.424283, 5.935432)
C (-4.629568, 2.859932, 6.713629)
C (-5.783093, 2.508701, 6.047046)
C (-5.450974, 1.757859, 4.945200)
H (-3.437243, 1.188533, 4.331114)
H (-2.525572, 2.465781, 6.015920)
H (-4.585487, 3.434306, 7.627175)
H (-6.773941, 2.779361, 6.380751)
H (-6.078888, 1.204587, 4.262543)
N (6.353336, 1.820648, -3.898203)
C (7.325093, 2.617551, -3.398977)
C (8.494900, 2.416476, -4.133096)
C (8.232432, 1.355930, -5.090409)
C (6.893817, 1.031569, -4.847188)
H (5.398383, 1.713660, -3.587247)
H (7.190178, 3.397974, -2.664715)
H (9.407044, 2.981346, -4.009307)
H (8.826838, 0.789954, -5.792387)
H (6.251902, 0.276198, -5.275879)
N (-0.996723, 7.653766, -7.746188)
C (0.314706, 7.875005, -7.396820)
C (0.768276, 6.704444, -6.785068)
C (-0.217233, 5.731316, -6.914221)
C (-1.324291, 6.381317, -7.428331)
H (-1.655570, 8.360748, -8.039787)
H (0.737283, 8.856785, -7.551498)
H (1.702533, 6.355331, -6.370701)
H (-0.240776, 4.750979, -6.461688)
H (-2.351001, 6.085331, -7.585388)

Forces on atoms 1 to 2 (eV/Å):
P 0.124 -0.415 0.795
F -0.659 0.588 -0.634

# 3
Molecular formula: C48H31BrClF4N2O6PS2Sr
Method: DFT, the ωB97M-V functional and the def2-TZVPD basis

E_HOMO   -1.364 eV
Energy above the lowest of the compared OMol25 structures with the same formula, charge and spin   258.84 kJ/mol
Lowest unoccupied orbital energy   3.634 eV
DFT total energy   -7011.02536 a.u.
Total charge   -2

Geometry (Å):
Sr (-0.882646, 1.113475, 0.748185)
Cl (-6.072354, 0.133261, -4.711645)
C (-4.866086, 0.094085, -3.440859)
C (-5.128219, -0.636476, -2.267054)
C (-4.181877, -0.706651, -1.285032)
C (-2.918637, -0.032423, -1.394291)
O (-2.021153, -0.177613, -0.524629)
C (-2.719179, 0.766187, -2.579295)
C (-1.506884, 1.490710, -2.783319)
N (-0.658771, 1.787179, -1.859387)
C (0.502686, 2.474491, -2.157622)
C (0.674824, 3.307965, -3.251503)
C (1.900417, 3.929005, -3.522320)
C (2.968876, 3.765735, -2.684693)
C (2.826416, 2.981131, -1.520670)
C (3.878349, 2.787708, -0.598747)
C (3.676191, 2.018087, 0.513062)
C (2.412363, 1.430388, 0.713287)
N (1.422711, 1.571402, -0.132997)
C (1.596410, 2.332569, -1.239361)
C (-3.690837, 0.771378, -3.598945)
H (-6.080304, -1.139808, -2.155039)
H (-4.349509, -1.253968, -0.364723)
H (-1.298560, 1.755199, -3.829382)
H (-0.160974, 3.489171, -3.915117)
H (1.994709, 4.548647, -4.407231)
H (3.924071, 4.234871, -2.893221)
H (4.839166, 3.252694, -0.791210)
H (4.466397, 1.850324, 1.232783)
H (2.218053, 0.813058, 1.588037)
H (-3.508288, 1.336886, -4.506261)
F (1.489195, -5.612035, -4.899983)
C (1.211689, -4.874177, -3.811305)
C (0.825764, -5.483618, -2.635385)
F (0.756488, -6.824245, -2.584141)
C (0.530029, -4.711422, -1.526543)
F (0.185270, -5.406005, -0.428822)
C (0.597523, -3.323566, -1.515497)
P (0.137561, -2.043599, 0.064567)
C (1.686844, -2.723929, 0.831441)
C (1.823665, -3.879867, 1.594745)
C (3.075465, -4.296293, 2.026225)
C (4.214524, -3.578038, 1.695385)
C (4.092740, -2.430698, 0.925071)
C (2.841236, -2.010472, 0.505099)
C (-1.263316, -3.151124, 0.525783)
C (-1.475831, -3.730940, 1.770578)
C (-2.594215, -4.518316, 2.006562)
C (-3.526434, -4.729701, 1.004526)
C (-3.344317, -4.128519, -0.233820)
C (-2.227168, -3.345772, -0.465007)
C (1.022204, -2.752089, -2.717122)
Br (1.262208, -0.871889, -2.892216)
C (1.317867, -3.500444, -3.846709)
F (1.713663, -2.926596, -4.995534)
H (0.958744, -4.472043, 1.850734)
H (3.160884, -5.197856, 2.623073)
H (5.188061, -3.906757, 2.041267)
H (4.974513, -1.862478, 0.648875)
H (2.745209, -1.111809, -0.092950)
H (-0.780119, -3.565032, 2.576988)
H (-2.738482, -4.958194, 2.986781)
H (-4.398682, -5.346141, 1.190283)
H (-4.081746, -4.261144, -1.017795)
H (-2.098199, -2.857071, -1.424524)
O (1.190710, -1.069671, 3.314882)
C (0.029972, -1.066916, 2.926692)
O (-0.279054, -0.878515, 1.652839)
C (-1.096012, -1.315133, 3.881330)
C (-0.725533, -1.938152, 5.079850)
C (-1.644816, -2.328757, 6.028662)
C (-2.999894, -2.087816, 5.780354)
C (-3.386575, -1.456559, 4.623138)
C (-2.463945, -1.023419, 3.633262)
S (-3.117463, -0.196123, 2.268525)
H (0.329677, -2.131818, 5.232092)
H (-1.325209, -2.818599, 6.941438)
H (-3.747772, -2.394212, 6.505721)
H (-4.431667, -1.257491, 4.423398)
C (2.541331, 7.582684, -1.276913)
C (1.757898, 6.523557, -0.546768)
C (2.281148, 5.885223, 0.571307)
C (1.545036, 4.924145, 1.245973)
C (0.278064, 4.592632, 0.800127)
C (-0.260596, 5.222654, -0.309801)
C (0.480580, 6.180279, -0.980791)
S (-0.768589, 3.558936, 1.814934)
O (-1.190766, 4.481789, 2.842404)
O (0.068415, 2.463211, 2.291180)
O (-1.841352, 3.091060, 0.938948)
H (3.579353, 7.606746, -0.943866)
H (2.104437, 8.568662, -1.100162)
H (2.527054, 7.399437, -2.353263)
H (3.277319, 6.142609, 0.915416)
H (1.940092, 4.427502, 2.124118)
H (-1.259468, 4.950272, -0.627671)
H (0.067428, 6.664992, -1.858788)

Forces on atoms 1 to 2 (eV/Å):
Sr 0.046 -2.993 -0.993
Cl -0.120 -0.001 -0.095

Look up the total charge of the third one. -2

Number 3 is which compound? C48H31BrClF4N2O6PS2Sr

Among the records above, which one has the highest total charge? C6H16